# 1
A 8-piece molecular cluster, C38H66BN3O16 overall, computed with ωB97M-V/def2-TZVPD.

Values from the calculation:
SMILES: COB(O)[C@@](C#N)(CC#N)c1ccccn1.CCOC(C)=O.CCOC(C)=O.CCOC(C)=O.CCOC(C)=O.CCOC(C)=O.CCOC(C)=O.CCOC(C)=O
Total energy in eV: -78382.7489
HOMO level in eV: -9.4
F_max in eV/Å: 3.911
LUMO level in eV: 0.30

```
124
C38H66BN3O16 (ωB97M-V/def2-TZVPD)
C 0.82 -2.48 -0.39
O -0.60 -2.73 -0.33
B -1.21 -2.85 -1.58
O -1.57 -4.17 -1.96
C -1.52 -1.65 -2.63
C -2.49 -2.27 -3.69
N -3.18 -2.68 -4.50
C -2.30 -0.40 -2.07
C -2.01 -0.01 -0.61
N -1.75 0.11 0.49
C -0.20 -1.27 -3.44
C 0.53 -0.15 -2.93
C 1.78 0.25 -3.58
C 2.09 -0.59 -4.73
C 1.20 -1.66 -5.08
N 0.05 -2.09 -4.50
H 1.39 -3.33 0.08
H 1.02 -1.59 0.27
H 1.24 -2.36 -1.42
H -1.02 -4.45 -2.71
H -2.04 0.49 -2.71
H -3.40 -0.56 -2.19
H 0.19 0.39 -2.03
H 2.43 1.09 -3.28
H 3.02 -0.40 -5.32
H 1.49 -2.24 -5.99
C -5.49 -2.33 1.60
C -5.73 -1.11 0.72
O -5.71 -1.46 -0.67
C -6.76 -1.97 -1.34
C -7.96 -2.45 -0.57
O -6.69 -2.11 -2.53
H -6.27 -3.08 1.47
H -5.45 -2.04 2.65
H -4.54 -2.80 1.33
H -6.65 -0.58 0.98
H -4.91 -0.40 0.86
H -7.90 -3.53 -0.44
H -8.85 -2.21 -1.16
H -8.09 -1.97 0.40
C -5.79 -4.64 7.30
C -6.04 -3.44 6.42
O -6.03 -3.79 5.04
C -7.09 -4.31 4.38
C -8.29 -4.77 5.17
O -7.04 -4.46 3.19
H -6.57 -5.40 7.19
H -5.75 -4.35 8.36
H -4.85 -5.12 7.04
H -6.96 -2.91 6.68
H -5.22 -2.72 6.55
H -8.23 -5.85 5.31
H -9.19 -4.54 4.60
H -8.41 -4.28 6.13
C -0.67 2.75 3.06
C -1.89 2.80 2.16
O -3.06 3.23 2.88
C -3.36 4.51 3.13
C -2.32 5.57 2.86
O -4.42 4.79 3.63
H -0.44 3.74 3.47
H 0.20 2.39 2.51
H -0.86 2.09 3.91
H -1.73 3.43 1.28
H -2.11 1.80 1.79
H -1.81 5.82 3.79
H -2.83 6.46 2.48
H -1.60 5.30 2.11
C 3.00 -0.27 7.92
C 2.73 0.94 7.05
O 2.73 0.59 5.66
C 1.67 0.07 5.01
C 0.49 -0.41 5.81
O 1.71 -0.07 3.82
H 2.23 -1.03 7.81
H 3.04 0.02 8.98
H 3.95 -0.73 7.65
H 1.81 1.46 7.32
H 3.54 1.66 7.18
H 0.57 -1.49 5.95
H -0.42 -0.19 5.25
H 0.38 0.07 6.78
C 2.41 8.69 4.28
C 1.46 7.57 4.64
O 0.71 7.14 3.50
C 1.15 6.27 2.58
C 2.61 5.88 2.59
O 0.41 5.86 1.73
H 3.15 8.37 3.54
H 2.95 9.04 5.17
H 1.87 9.53 3.84
H 1.96 6.72 5.12
H 0.73 7.94 5.37
H 3.14 6.48 1.85
H 2.68 4.82 2.32
H 3.10 5.98 3.56
C 3.36 1.81 -9.58
C 3.81 2.57 -8.35
O 4.02 1.69 -7.24
C 5.15 0.98 -7.04
C 6.17 0.91 -8.14
O 5.29 0.37 -6.01
H 4.11 1.10 -9.91
H 3.15 2.50 -10.40
H 2.45 1.24 -9.36
H 4.69 3.19 -8.53
H 3.02 3.26 -8.04
H 6.04 -0.03 -8.69
H 7.17 0.91 -7.69
H 6.15 1.74 -8.84
C 6.21 -5.10 -5.49
C 7.63 -4.61 -5.27
O 8.20 -4.13 -6.50
C 8.00 -2.89 -6.99
C 6.93 -2.02 -6.38
O 8.62 -2.52 -7.95
H 5.55 -4.30 -5.83
H 5.80 -5.51 -4.56
H 6.19 -5.88 -6.25
H 7.70 -3.85 -4.49
H 8.25 -5.44 -4.96
H 6.03 -2.09 -6.98
H 7.29 -0.99 -6.38
H 6.69 -2.26 -5.35
```

---

# 2
C12H29ClI2NOP2Sn as an isolated structure, computed with ωB97M-V/def2-TZVPD.

Values from the calculation:
Total energy in eV: -69557.2480
Net charge: +3
HOMO level (alpha / beta) in eV: -16.8 / -16.3
F_max in eV/Å: 2.837
LUMO level (alpha / beta) in eV: -11.70 / -13.53
Energy above the lowest of the compared OMol25 structures with the same formula, charge and spin in eV: 1.434

```
49
C12H29ClI2NOP2Sn (ωB97M-V/def2-TZVPD)
I 0.01 -1.40 -8.13
I 0.01 1.29 -8.43
Sn 0.00 0.36 -1.93
P -2.45 0.43 -1.76
C -3.29 0.24 -3.36
C -3.03 -0.92 -0.71
H -4.12 -0.82 -0.59
H -4.11 1.91 -0.90
H -2.52 -0.85 0.27
H -2.51 2.11 -0.06
H -3.01 -0.72 -3.83
H -2.76 -1.89 -1.15
C -3.02 1.98 -1.02
H -4.39 0.26 -3.18
H -2.76 2.82 -1.69
H -3.00 1.07 -4.04
P 2.45 0.41 -1.74
C 3.30 0.22 -3.34
C 3.02 1.96 -1.00
H 2.50 -0.85 0.30
H 4.10 -0.84 -0.56
H 2.73 -1.90 -1.13
C 3.00 -0.93 -0.67
H 2.50 2.10 -0.04
H 4.11 1.89 -0.87
H 4.39 0.24 -3.15
H 3.02 1.05 -4.02
H 2.77 2.80 -1.67
H 3.01 -0.74 -3.81
Cl -0.01 1.49 0.44
O -0.14 -1.48 0.32
C -0.17 -1.47 1.60
C 1.07 -1.60 2.48
C 1.51 -0.28 3.16
C 0.66 0.15 4.37
C -0.86 0.21 4.21
C -1.45 -1.12 3.76
N -1.30 -1.28 2.29
H 0.88 -2.39 3.22
H 1.87 -1.92 1.81
H 2.55 -0.40 3.51
H 1.48 0.52 2.40
H 0.87 -0.55 5.19
H 1.01 1.15 4.67
H -1.31 0.45 5.19
H -1.15 1.01 3.50
H -0.93 -1.96 4.24
H -2.53 -1.16 4.01
H -1.99 -0.67 1.81
```